# C3H4N2S2

A structure of composition C3H4N2S2 at a distorted geometry (wB97M-V/def2-TZVPD, the Open Molecules 2025 dataset).

Calculated values
HOMO level (alpha / beta): -0.2810 / -0.2810 hartree
energy above the lowest of the compared OMol25 structures with the same formula, charge and spin: 559.2 kJ/mol
LUMO (alpha / beta): -0.712 / -0.712 eV

```
11
C3H4N2S2 wB97M-V/def2-TZVPD
C -1.254 1.456 0.301
C 1.035 -1.513 -1.453
C 0.795 -0.755 -0.425
N -0.612 -0.039 1.814
N -0.802 1.234 1.509
S -1.186 2.389 -1.043
S -0.850 -0.780 0.328
H 1.995 -1.373 -1.879
H 0.558 -2.454 -1.465
H 1.378 -0.046 0.063
H -1.057 1.882 2.250
```

These are the Löwdin partial charges, in e, on atoms 1 to 8: -0.80, -0.06, -0.41, -0.40, -0.21, 0.61, 0.94, 0.05